# 1
Density functional theory data (ωB97M-V/def2-TZVPD) for C34H19Cl5N5O2SeTeTi as an isolated structure.

- energy above the lowest of the compared OMol25 structures with the same formula, charge and spin (kJ/mol) = 0.0
- total charge = 0
- 2S+1 = 2
- maximum force (eV/Å) = 0.6
- Kohn-Sham gap (alpha / beta) (eV) = 5.4 / 5.5

Geometry (Å):
Ti  0.396  -0.802  -0.090
O  2.084  5.909  -0.947
C  2.798  5.121  -0.311
O  3.897  5.233  0.249
C  2.188  3.686  -0.197
C  2.869  2.685  0.483
C  2.294  1.436  0.589
N  1.073  1.188  0.085
C  0.375  2.167  -0.515
C  0.923  3.421  -0.704
C  -1.042  1.826  -0.735
C  -1.993  2.747  -1.145
C  -3.332  2.395  -1.095
C  -3.687  1.138  -0.637
C  -2.676  0.259  -0.295
N  -1.385  0.582  -0.350
C  2.879  0.304  1.337
C  4.162  0.323  1.860
C  4.599  -0.762  2.599
C  3.740  -1.828  2.815
C  2.480  -1.780  2.247
N  2.062  -0.752  1.509
H  3.826  2.950  0.913
H  0.407  4.239  -1.188
H  -1.692  3.735  -1.459
H  -4.090  3.102  -1.403
H  -4.718  0.823  -0.577
H  -2.907  -0.746  0.032
H  4.808  1.171  1.684
H  5.600  -0.771  3.010
H  4.037  -2.686  3.399
H  1.783  -2.597  2.369
Te  -0.339  -1.494  -2.698
C  -2.406  -1.106  -2.990
C  -3.390  -1.953  -2.480
C  -4.737  -1.693  -2.696
C  -5.122  -0.584  -3.438
C  -4.150  0.253  -3.971
C  -2.804  -0.008  -3.751
H  -3.096  -2.832  -1.918
H  -5.487  -2.366  -2.296
H  -6.171  -0.385  -3.614
H  -4.441  1.110  -4.566
H  -2.054  0.649  -4.173
Cl  2.993  0.652  -2.419
C  3.168  -1.013  -1.963
C  2.178  -1.624  -1.196
C  2.382  -2.966  -0.939
Cl  1.116  -3.797  -0.045
C  3.491  -3.700  -1.338
Cl  3.655  -5.365  -0.942
C  4.474  -3.042  -2.069
Cl  5.882  -3.889  -2.571
C  4.308  -1.694  -2.393
Cl  5.518  -0.889  -3.310
Se  -1.705  -3.186  1.563
N  -0.844  -1.618  1.607
C  -1.397  -0.873  2.555
C  -1.004  0.452  2.904
C  -1.684  1.082  3.892
C  -2.774  0.458  4.587
C  -3.177  -0.799  4.292
C  -2.494  -1.507  3.253
N  -2.798  -2.731  2.863
H  -0.182  0.928  2.385
H  -1.403  2.088  4.174
H  -3.275  1.016  5.366
H  -3.993  -1.287  4.806

# 2
Density functional theory data (ωB97M-V/def2-TZVPD) for C34H20Cl6GdN9O4Se as an isolated structure in a non-equilibrium geometry.

- energy above the lowest of the compared OMol25 structures with the same formula, charge and spin (kJ/mol) = 0.0
- total charge = 0
- 2S+1 = 8
- maximum force (eV/Å) = 1.6
- Kohn-Sham gap (alpha / beta) (eV) = 6.5 / 5.3

Geometry (Å):
Gd  0.059  -0.568  -0.067
Cl  4.000  -0.498  5.696
C  2.666  -0.714  4.625
C  1.379  -0.775  5.130
Cl  1.082  -0.602  6.822
C  0.321  -1.009  4.249
Cl  -1.296  -1.216  4.851
C  0.517  -1.086  2.878
O  -0.471  -1.335  2.019
C  1.832  -0.937  2.338
O  1.949  -0.934  1.036
C  2.886  -0.829  3.249
Cl  4.497  -0.996  2.652
Se  -7.012  0.289  -4.326
N  -5.330  0.156  -4.844
C  -4.608  -0.042  -3.770
C  -3.164  -0.148  -3.775
C  -2.428  0.026  -4.948
C  -1.058  -0.004  -4.873
C  -0.466  -0.210  -3.632
N  -1.142  -0.406  -2.509
C  -2.486  -0.381  -2.566
C  -3.242  -0.563  -1.317
N  -2.563  -0.901  -0.211
C  -3.219  -0.971  0.939
C  -4.580  -0.709  1.066
C  -5.299  -0.409  -0.065
C  -4.630  -0.354  -1.289
C  -5.333  -0.101  -2.529
N  -6.629  0.056  -2.620
H  -2.956  0.188  -5.878
H  -0.440  0.142  -5.748
H  0.612  -0.220  -3.555
H  -2.629  -1.235  1.808
H  -5.049  -0.749  2.039
H  -6.361  -0.207  -0.044
Cl  2.375  -0.942  -1.851
C  2.852  0.595  -2.504
C  3.627  0.640  -3.650
C  3.946  1.868  -4.204
C  3.478  3.039  -3.631
C  2.706  2.978  -2.483
Cl  2.110  4.432  -1.768
C  2.392  1.756  -1.884
N  1.607  1.687  -0.697
C  2.312  2.063  0.517
C  3.699  2.172  0.495
C  4.397  2.638  1.592
C  3.716  2.972  2.750
C  2.343  2.832  2.784
C  1.607  2.404  1.679
C  0.099  2.358  1.873
C  -0.776  2.420  0.616
O  -1.203  3.500  0.248
O  -0.978  1.296  0.001
H  3.961  -0.281  -4.108
H  4.561  1.915  -5.092
H  3.711  4.000  -4.069
H  0.848  2.354  -0.791
H  4.242  1.911  -0.404
H  5.475  2.718  1.545
H  4.252  3.315  3.625
H  1.802  3.091  3.687
H  -0.176  3.219  2.479
H  -0.170  1.454  2.432
N  -0.907  -6.135  2.367
C  -0.877  -4.871  1.907
N  -1.225  -3.873  2.708
N  -0.538  -4.723  0.639
C  -0.342  -3.639  -0.017
N  -0.121  -2.783  -0.785
H  -1.084  -6.343  3.331
H  -0.609  -6.868  1.750
H  -1.404  -4.029  3.686
H  -1.116  -2.890  2.395

# 3
Density functional theory data (ωB97M-V/def2-TZVPD) for C34H22BrFeINO2P as an isolated structure.

- total charge = +1
- 2S+1 = 6
- maximum force (eV/Å) = 0.6
- Kohn-Sham gap (alpha / beta) (eV) = 8.3 / 6.8

Geometry (Å):
Fe  -1.714  -1.184  -0.354
O  -1.352  -2.672  3.181
C  -0.848  -1.974  2.345
O  -1.076  -2.141  1.049
C  0.055  -0.811  2.672
C  0.304  -0.606  4.024
C  1.044  0.482  4.458
C  1.539  1.384  3.536
C  1.317  1.183  2.179
C  0.585  0.085  1.729
P  0.417  -0.128  -0.062
C  1.018  1.363  -0.874
C  0.212  2.502  -0.830
C  0.644  3.678  -1.413
C  1.878  3.720  -2.051
C  2.676  2.588  -2.107
C  2.250  1.405  -1.521
C  1.471  -1.496  -0.575
C  2.497  -1.988  0.226
C  3.231  -3.084  -0.195
C  2.944  -3.690  -1.408
C  1.928  -3.195  -2.216
C  1.188  -2.103  -1.798
H  -0.115  -1.315  4.725
H  1.223  0.628  5.514
H  2.108  2.244  3.862
H  1.725  1.890  1.469
H  -0.752  2.460  -0.337
H  0.021  4.561  -1.379
H  2.217  4.639  -2.509
H  3.634  2.622  -2.607
H  2.876  0.524  -1.566
H  2.719  -1.525  1.178
H  4.028  -3.466  0.426
H  3.516  -4.551  -1.725
H  1.712  -3.656  -3.166
H  0.425  -1.699  -2.457
Br  -1.104  -5.583  -3.666
C  -1.135  -3.851  -4.405
C  -0.460  -3.628  -5.604
C  -0.445  -2.370  -6.172
C  -1.111  -1.317  -5.562
C  -1.795  -1.529  -4.377
C  -1.798  -2.793  -3.793
I  -2.857  -3.059  -1.994
H  0.049  -4.453  -6.081
H  0.084  -2.214  -7.101
H  -1.113  -0.335  -6.011
H  -2.339  -0.716  -3.912
N  -1.410  4.799  6.446
C  -1.743  4.142  5.566
C  -2.126  3.326  4.461
C  -2.355  1.961  4.660
C  -2.658  1.160  3.579
C  -2.731  1.719  2.296
C  -2.542  3.093  2.112
C  -2.239  3.895  3.190
C  -2.890  0.855  1.184
C  -2.997  0.106  0.211
H  -2.286  1.543  5.653
H  -2.822  0.099  3.712
H  -2.639  3.521  1.124
H  -2.084  4.957  3.063